Density functional theory data (ωB97M-V/def2-TZVPD) for a gas-phase ion, C10H12NOS (charge +1).

Properties
Calculated total energy = -24926.36466 eV
HOMO level (spin up / spin down) = -13.0 / -12.5 eV
LUMO energy (spin up / spin down) = -5.84 / -5.98 eV
Frontier orbital gap (spin up / spin down) = 7.1 / 6.5 eV
Energy above the lowest of the compared OMol25 structures with the same formula, charge and spin = 433.6 kJ/mol

```
! wB97M-V def2-TZVPD RIJCOSX def2/J DEFGRID3
* xyz 1 1
C -0.8645 3.2911 -0.9975
C -0.8043 2.6892 -2.2575
C -0.4917 2.5020 0.0893
C -0.0747 1.5196 -2.4159
C 0.1688 1.2822 0.0320
C 0.3731 0.6805 -1.3006
C 0.3496 -0.8557 1.3566
C 0.7088 0.6030 1.2035
C -0.8361 -1.2322 2.2389
C 1.2800 -3.2982 -1.1342
N 1.0268 -1.7586 0.8619
O 0.7841 -0.5074 -1.4449
S 2.1433 -2.0410 -0.1761
H -1.4249 4.2338 -0.9383
H -0.9036 3.0563 -3.2442
H -0.6455 2.8714 1.0139
H 0.0449 1.0873 -3.3652
H 1.8385 0.6862 1.1494
H 0.4832 1.2808 2.0108
H -1.5598 -0.5232 2.1287
H -0.6352 -1.2418 3.2153
H -1.2336 -2.2146 1.9995
H 0.5960 -2.5388 -1.8016
H 0.4921 -3.8681 -0.5389
H 1.9487 -3.7874 -1.7507
*
```

Density functional theory data (ωB97M-V/def2-TZVPD) for a molecular structure, C28H30BrIrN2O3.

Properties
Calculated total energy = -111524.83316 eV
HOMO level (spin up / spin down) = -7.8 / -7.8 eV
LUMO energy (spin up / spin down) = -1.38 / -1.42 eV
Frontier orbital gap (spin up / spin down) = 6.4 / 6.4 eV
Energy above the lowest of the compared OMol25 structures with the same formula, charge and spin = 135.7 kJ/mol

```
! wB97M-V def2-TZVPD RIJCOSX def2/J DEFGRID3
* xyz 0 1
Ir 0.9950 -0.3725 -1.7252
O 2.9658 -0.1942 -1.0686
C 3.7666 0.8062 -1.2537
C 4.7551 1.0552 -0.2681
C 5.6885 2.0456 -0.4162
C 5.7095 2.8414 -1.5718
C 4.7640 2.6322 -2.5394
C 3.7648 1.6508 -2.3995
C 2.8357 1.4794 -3.4619
N 1.7762 0.7547 -3.4198
N 1.0491 0.5765 -4.5473
C 0.3121 -0.4880 -4.4771
O 0.3689 -1.3328 -3.4994
C -0.6304 -0.7678 -5.5863
C -1.9219 -1.1808 -5.2719
C -2.8155 -1.4934 -6.2822
C -2.4113 -1.4285 -7.6083
C -1.1255 -1.0132 -7.9225
C -0.2364 -0.6735 -6.9153
H 4.7323 0.4280 0.6136
H 6.4133 2.2203 0.3686
H 6.4605 3.6097 -1.6936
H 4.7609 3.2483 -3.4315
H 3.0542 1.9708 -4.4066
H -2.2244 -1.2422 -4.2349
H -3.8258 -1.7926 -6.0354
H -3.0995 -1.7071 -8.3958
H -0.8162 -0.9562 -8.9580
H 0.7664 -0.3422 -7.1494
C -4.0038 -2.5624 3.5063
C -3.6279 -1.0842 3.6889
C -4.8216 -0.1984 3.2949
C -3.3167 -0.8416 5.1662
C -2.4424 -0.7412 2.7889
C -2.5689 -0.8835 1.4122
C -1.5206 -0.5223 0.6055
Br -1.7050 -0.6803 -1.2939
C -0.2854 -0.0060 1.0485
O 0.6317 0.3758 0.1969
C -0.1389 0.0845 2.4621
C -1.2234 -0.2680 3.2605
C 1.1386 0.5523 3.1824
C 1.5668 -0.5384 4.1797
C 0.8203 1.8484 3.9469
C 2.3522 0.8316 2.2877
H -4.8388 -2.8224 4.1607
H -3.1564 -3.2034 3.7550
H -4.2993 -2.7759 2.4787
H -5.6759 -0.3996 3.9453
H -5.1292 -0.3787 2.2649
H -4.5554 0.8559 3.3874
H -4.1965 -1.0792 5.7660
H -3.0569 0.2027 5.3482
H -2.4956 -1.4750 5.5069
H -3.4781 -1.2656 0.9660
H -1.1057 -0.1703 4.3309
H 0.7970 -0.7452 4.9233
H 2.4680 -0.2199 4.7076
H 1.7913 -1.4659 3.6499
H 0.0302 1.7012 4.6847
H 0.5013 2.6269 3.2518
H 1.7140 2.1994 4.4679
H 2.6114 -0.0301 1.6763
H 3.2058 1.0687 2.9292
H 2.1822 1.6756 1.6231
*
```

Density functional theory data (ωB97M-V/def2-TZVPD) for a single C11H18S molecule.

Properties
Calculated total energy = -22528.69935 eV
HOMO level = -8.3 eV
LUMO energy = 0.69 eV
Frontier orbital gap = 9.0 eV
SMILES string = CC[C@]1(C2=CC2)CC[C@@H](S)CC1
Energy above the lowest of the compared OMol25 structures with the same formula, charge and spin = 411.8 kJ/mol

```
! wB97M-V def2-TZVPD RIJCOSX def2/J DEFGRID3
* xyz 0 1
C -2.6049 -0.5650 -0.5016
C -1.9111 0.5177 0.4087
C -0.4431 0.1869 0.4943
C -0.0327 -1.2527 0.6257
C 0.7230 -2.1517 1.1470
C 0.0605 -2.5117 -0.1495
C 0.0959 0.7811 -0.8201
C 1.5307 1.3524 -0.8662
C 2.4002 0.5462 0.1344
S 2.1911 -1.1681 -0.6886
C 1.9231 0.6142 1.5712
C 0.3513 0.7290 1.7814
H -2.9195 -0.2232 -1.4962
H -3.4603 -0.9923 0.1574
H -2.0197 -1.4783 -0.6292
H -2.4888 0.6027 1.2895
H -1.9370 1.5068 -0.1219
H 1.4650 -2.6351 1.7816
H 0.7211 -2.6383 -0.8931
H -0.8376 -3.1847 -0.2135
H -0.4869 1.6322 -1.0505
H 0.0272 0.1835 -1.6284
H 1.8529 1.2353 -1.8552
H 1.4228 2.3858 -0.5854
H 3.3749 0.7487 0.0103
H 3.5185 -1.0518 -1.2621
H 2.3351 1.4313 2.1907
H 2.1569 -0.3500 2.0401
H 0.0245 0.0789 2.5765
H 0.1375 1.8186 1.8613
*
```

Density functional theory data (ωB97M-V/def2-TZVPD) for a molecular structure, C16H50N4O7.

Properties
Calculated total energy = -37679.88723 eV
HOMO level = -7.3 eV
LUMO energy = -0.03 eV
Frontier orbital gap = 7.3 eV
Energy above the lowest of the compared OMol25 structures with the same formula, charge and spin = 1392.2 kJ/mol

```
! wB97M-V def2-TZVPD RIJCOSX def2/J DEFGRID3
* xyz 0 1
O -0.4470 -3.8880 0.4579
H -0.6400 -4.1640 1.3539
H -0.0817 -3.0082 0.5513
O -0.2044 -0.9522 1.0019
H 0.2747 -0.9297 1.8303
H -0.7215 -0.1467 1.0018
O 0.9211 -1.5688 3.0567
H 1.4072 -1.3761 3.8584
H 0.6638 -2.4864 3.1467
C 1.0084 1.0076 2.3365
C 1.8116 2.3945 2.2825
C 3.0142 2.4989 3.1853
O 3.8865 1.3960 3.0526
C 5.1738 1.4946 3.6781
N 2.1157 2.6689 0.9574
H 0.6881 1.0582 3.3772
H 1.6121 0.1082 2.4586
H 0.2093 0.8694 1.6083
H 1.1276 3.1953 2.5635
H 2.4802 2.4307 4.1331
H 3.5011 3.4609 3.0251
H 5.7069 0.6544 3.2331
H 5.0212 1.2981 4.7393
H 5.7112 2.4348 3.5538
H 2.6701 1.8790 0.6593
H 1.2950 2.3484 0.4635
C -3.0690 -2.7713 -4.4192
C -2.0005 -2.9412 -3.4427
C -2.5226 -2.9734 -1.9950
O -2.8551 -1.6873 -1.6259
C -2.4859 -1.3237 -0.2661
N -1.3369 -4.1843 -3.7493
H -3.4678 -1.7701 -4.2559
H -3.8644 -3.5164 -4.4394
H -2.5819 -2.7807 -5.3942
H -1.3627 -2.0580 -3.4777
H -1.6478 -3.4318 -1.5339
H -3.4225 -3.5787 -1.8857
H -2.9200 -1.8841 0.5619
H -2.7069 -0.2795 -0.0448
H -1.4120 -1.4625 -0.1410
H -1.9615 -4.9593 -3.5784
H -1.0254 -4.1834 -4.7100
C 2.7934 0.8385 -1.9111
C 1.5440 0.9356 -0.9683
C 0.4301 0.0237 -1.4874
O 0.0397 0.4853 -2.8060
C -0.5651 -0.5812 -3.4869
N 2.0221 0.5745 0.3315
H 3.2691 -0.1396 -1.8404
H 3.5550 1.4682 -1.4510
H 2.7926 1.1441 -2.9574
H 1.1541 1.9394 -0.7999
H -0.4035 -0.0644 -0.7907
H 0.8275 -0.9882 -1.5666
H -0.6996 -0.3513 -4.5439
H -1.4426 -1.0195 -3.0116
H 0.1264 -1.4172 -3.5911
H 3.0280 0.4847 0.3184
H 1.6999 -0.3224 0.6659
C -0.2589 2.7076 -0.2800
C -1.6343 1.9295 -0.4082
C -2.1520 1.5880 1.0175
O -1.3835 0.5670 1.6396
C -1.8292 0.1617 2.9130
N -2.6715 2.7387 -0.9874
H -0.4149 3.5596 0.3818
H 0.1016 3.1055 -1.2285
H 0.4714 2.0416 0.1797
H -1.4268 1.0557 -1.0259
H -3.2298 1.4356 1.0734
H -2.1978 2.4129 1.7284
H -2.7808 -0.3647 2.9865
H -1.9175 1.0552 3.5311
H -1.1511 -0.4882 3.4661
H -2.2940 3.0850 -1.8578
H -2.9643 3.5076 -0.4016
*
```

Density functional theory data (ωB97M-V/def2-TZVPD) for a molecular structure, C7H16N3O3.

Properties
Calculated total energy = -18116.97664 eV
HOMO level = -12.7 eV
LUMO energy = -4.09 eV
Frontier orbital gap = 8.6 eV
Energy above the lowest of the compared OMol25 structures with the same formula, charge and spin = 678.9 kJ/mol

```
! wB97M-V def2-TZVPD RIJCOSX def2/J DEFGRID3
* xyz 1 1
C 1.8146 0.2720 -0.8100
C 0.7682 1.2651 -0.3521
C 0.4479 -0.7080 0.8037
C 2.4624 -1.7804 0.2370
C -1.1574 1.3259 1.2051
C -1.3171 0.0075 -0.8454
C -1.7168 1.0479 -1.9565
N 1.6337 -0.8365 0.1252
N -0.2593 -1.8061 1.3680
N -0.3696 0.4973 0.2359
O -1.4689 -1.6737 1.6689
O 0.3533 -2.8688 1.5418
O -1.0171 0.6250 -3.1690
H 1.8056 -0.1922 -1.8068
H 2.8653 0.7406 -0.6004
H 1.2793 1.9595 0.3334
H 0.3194 1.8120 -1.1531
H 0.3257 -0.9653 3.4132
H 0.2921 -1.1539 4.2188
H 2.2311 -2.6242 0.7813
H 3.4146 -1.9644 -0.2222
H -1.6997 0.5163 1.6918
H -0.3904 1.6455 1.9863
H -1.7122 2.2612 0.7962
H -1.0263 -0.8297 -1.4392
H -2.1960 -0.2411 -0.2071
H -2.7256 0.8894 -2.1871
H -1.4413 2.0815 -1.7177
H -1.5155 0.6979 -3.9401
*
```

Density functional theory data (ωB97M-V/def2-TZVPD) for a single C2H4OS3 molecule.

Properties
Calculated total energy = -36690.12631 eV
HOMO level = -9.6 eV
LUMO energy = -0.79 eV
Frontier orbital gap = 8.8 eV
Energy above the lowest of the compared OMol25 structures with the same formula, charge and spin = 186.6 kJ/mol

```
! wB97M-V def2-TZVPD RIJCOSX def2/J DEFGRID3
* xyz 0 1
C 0.5508 -0.1092 -0.3547
C 0.7320 -0.7419 0.9975
O -2.7935 1.4001 -0.4920
S -0.7628 -0.8196 -1.4378
S 0.1512 1.6584 -0.1983
S -1.7319 1.2629 -1.3903
H 1.6412 -0.0660 -0.8393
H -0.2175 -0.6790 1.4142
H 1.4907 -0.1962 1.3847
H 0.9397 -1.7096 0.9159
*
```

Density functional theory data (ωB97M-V/def2-TZVPD) for 2 unconnected molecules or ions with the total composition C6H16S4.

Properties
Calculated total energy = -49822.24542 eV
HOMO level = -8.7 eV
LUMO energy = 0.78 eV
Frontier orbital gap = 9.5 eV
SMILES string = CCSSC.CCSSC
Energy above the lowest of the compared OMol25 structures with the same formula, charge and spin = 21.0 kJ/mol

```
! wB97M-V def2-TZVPD RIJCOSX def2/J DEFGRID3
* xyz 0 1
C 0.8851 4.3121 -0.7473
C 0.2836 4.5890 -2.1481
S 0.3724 6.2999 -2.4720
S -1.0548 7.1613 -1.2080
C -0.1099 7.8139 0.2588
H 0.6827 3.2925 -0.3785
H 0.5195 5.0358 0.0005
H 1.9757 4.4375 -0.8543
H 0.7748 4.0055 -2.9504
H -0.7955 4.3424 -2.1650
H 0.3819 8.7973 0.1714
H 0.6337 7.0785 0.6095
H -0.9133 7.8879 1.0109
C -2.5271 -5.1128 0.2836
C -1.1114 -5.7536 0.3251
S -0.7030 -6.3304 1.9744
S 0.9941 -5.3692 2.4157
C 2.2447 -6.3107 1.4957
H -2.5166 -4.0417 0.5468
H -3.1559 -5.6485 1.0145
H -2.9775 -5.2248 -0.7170
H -1.0293 -6.6994 -0.2443
H -0.3531 -5.0532 -0.0746
H 1.7950 -6.6142 0.5353
H 2.5796 -7.2161 2.0291
H 3.1246 -5.6789 1.2881
*
```

Density functional theory data (ωB97M-V/def2-TZVPD) for 2 unconnected molecules or ions with the total composition C14H20BN4O5.

Properties
Calculated total energy = -31711.18745 eV
HOMO level = -11.8 eV
LUMO energy = -4.58 eV
Frontier orbital gap = 7.2 eV

```
! wB97M-V def2-TZVPD RIJCOSX def2/J DEFGRID3
* xyz 1 1
C -0.5294 -0.5153 4.5159
C -0.1114 -1.8106 3.7767
C -0.2167 -1.5842 2.3046
C -1.3800 -1.8398 1.6194
N -1.5454 -1.6940 0.3274
N -0.5923 -1.2375 -0.4587
C 0.5396 -0.9319 0.1381
B 1.7134 -0.3307 -0.8346
N 2.4593 0.8866 -0.5751
O 1.9698 -1.1062 -1.9131
C 0.8254 -1.0915 1.5226
C 2.1479 -0.7222 2.1219
N 3.2668 -1.4456 1.5224
C 3.0608 -2.8888 1.4782
H -0.8422 -0.7439 5.5291
H -1.3126 -0.0034 3.9600
H 0.3130 0.1774 4.5548
H 0.8704 -2.1704 4.0629
H -0.8240 -2.5857 4.0659
H -2.2375 -2.1973 2.1795
H -2.4368 -1.9141 -0.1039
H 1.9240 1.4690 0.0658
H 3.2837 0.6117 -0.0405
H 2.1750 -0.5571 -2.6807
H 2.2592 0.3591 2.0444
H 2.0909 -0.9647 3.1881
H 4.0769 -1.2181 2.0840
H 2.2479 -3.1636 0.8106
H 3.9542 -3.3268 1.0343
H 2.9572 -3.3548 2.4666
C -1.0185 3.4494 -3.6367
C -2.2199 3.8492 -4.0841
C -3.4430 2.9836 -3.9451
O -4.5023 3.4098 -4.3522
C -3.2889 1.6696 -3.3287
C -2.0884 1.2804 -2.8907
C -0.8790 2.1545 -3.0063
O 0.1756 1.7257 -2.5596
O -1.8628 0.0948 -2.3180
O -2.4067 5.0205 -4.6696
H -0.1330 4.0623 -3.7279
H -4.1687 1.0466 -3.2486
H -0.9151 0.0814 -2.1037
H -3.3560 5.0667 -4.8955
*
```